ORCA calculation (the ωB97M-V functional and the def2-TZVPD basis) on a molecular structure, C32H62FIN2O13S5.

The calculation puts the total energy at -4731.9483 Ha. The value obtained for the highest occupied orbital energy is -8.3 eV. As for the charge: 0. The calculation puts the energy relative to the best compared isomer or geometry (same formula, charge and spin) at 541.8 kJ/mol. The calculation puts the frontier orbital gap at 0.2659 hartree.

Cartesian coordinates (Å):
C (5.437, -1.344, 0.408)
C (4.954, -2.700, 0.998)
O (5.888, -3.546, 1.150)
N (3.529, -3.008, 1.349)
H (3.556, -3.440, 2.291)
H (2.803, -2.204, 1.382)
C (2.766, -3.997, 0.529)
H (4.575, -0.906, 0.545)
H (5.582, -1.502, -0.776)
H (6.202, -0.866, 1.232)
H (2.457, -3.487, -0.436)
H (1.970, -4.021, 1.051)
H (3.231, -5.016, 0.329)
C (2.117, 1.363, -0.436)
C (0.695, 0.890, -0.624)
O (-0.124, 1.872, -0.762)
N (0.374, -0.493, -0.400)
H (0.964, -0.889, -1.231)
H (0.811, -0.972, 0.496)
C (-0.966, -0.811, -0.631)
H (2.549, 2.183, -0.912)
H (2.629, 0.659, -0.929)
H (2.343, 1.387, 0.537)
H (-1.214, -1.944, -0.608)
H (-1.224, -0.786, -1.636)
H (-1.750, -0.333, 0.001)
I (1.940, -1.632, -3.475)
O (1.678, -1.185, 1.722)
H (1.350, -0.648, 2.375)
F (-3.999, -3.535, -1.209)
C (-3.870, -3.409, -2.575)
C (-2.596, -3.343, -3.194)
C (-2.538, -3.389, -4.612)
C (-3.765, -3.440, -5.364)
C (-5.022, -3.394, -4.808)
C (-5.110, -3.440, -3.404)
H (-1.704, -3.292, -2.630)
H (-1.687, -3.288, -5.005)
H (-3.919, -3.514, -6.498)
H (-5.924, -3.524, -5.565)
H (-5.982, -3.441, -3.078)
C (-3.792, -2.328, 2.454)
C (-3.374, -1.602, 3.703)
C (-3.238, -0.326, 3.337)
S (-4.822, 0.062, 2.557)
O (-4.579, 0.948, 1.440)
O (-5.727, 0.481, 3.544)
C (-5.087, -1.555, 1.986)
H (-3.998, -3.397, 2.705)
H (-3.007, -2.178, 1.678)
H (-2.661, -2.002, 4.322)
H (-4.171, -1.604, 4.381)
H (-2.512, -0.080, 2.749)
H (-3.165, 0.302, 4.226)
H (-5.296, -1.551, 1.072)
H (-5.783, -2.141, 2.588)
C (0.330, 6.390, -2.051)
C (-1.010, 6.470, -1.285)
C (-0.716, 5.579, -0.134)
S (0.967, 5.684, 0.432)
O (1.581, 4.453, 0.328)
O (0.990, 6.525, 1.616)
C (1.467, 6.660, -0.918)
H (0.338, 7.028, -2.837)
H (0.438, 5.470, -2.690)
H (-2.048, 5.978, -1.636)
H (-1.191, 7.507, -0.972)
H (-0.749, 4.436, -0.335)
H (-1.342, 5.906, 0.816)
H (2.242, 6.021, -1.252)
H (2.136, 7.558, -0.650)
C (-1.658, -5.182, 0.415)
C (-1.633, -5.862, 1.763)
C (-2.296, -7.006, 1.676)
S (-2.357, -7.579, -0.025)
O (-3.755, -7.516, -0.520)
O (-1.513, -8.759, 0.028)
C (-1.635, -6.149, -0.746)
H (-0.855, -4.372, 0.553)
H (-2.481, -4.645, 0.274)
H (-1.941, -5.184, 2.600)
H (-0.441, -6.159, 1.896)
H (-3.213, -7.048, 2.174)
H (-1.614, -7.804, 2.221)
H (-1.883, -5.958, -1.811)
H (-0.545, -6.443, -0.615)
C (2.461, 2.734, -3.824)
C (2.419, 3.550, -5.140)
C (3.622, 4.257, -5.363)
S (4.668, 4.009, -4.010)
O (4.301, 5.046, -2.969)
O (6.010, 3.925, -4.456)
C (3.998, 2.471, -3.638)
H (1.848, 1.851, -3.925)
H (1.996, 3.292, -3.125)
H (1.625, 4.144, -5.031)
H (2.204, 2.647, -5.957)
H (3.332, 5.298, -5.347)
H (4.307, 3.859, -6.035)
H (4.403, 2.424, -2.610)
H (4.533, 1.683, -4.293)
C (0.345, 2.879, 3.441)
C (1.052, 2.010, 4.434)
C (0.922, 2.551, 5.738)
S (1.569, 4.161, 5.422)
O (2.957, 4.172, 5.403)
O (0.831, 4.999, 6.332)
C (0.943, 4.245, 3.796)
H (-0.689, 2.891, 3.668)
H (0.606, 2.734, 2.441)
H (2.135, 1.873, 4.235)
H (0.576, 1.122, 4.610)
H (1.438, 2.134, 6.578)
H (-0.016, 2.691, 6.041)
H (1.816, 4.614, 3.165)
H (0.349, 5.099, 3.736)

ORCA calculation (the ωB97M-V functional and the def2-TZVPD basis) on 2 unconnected molecules or ions with the total composition C3H10S.

The calculation puts the total energy at -518.4643 Ha. The value obtained for the highest occupied orbital energy is -9.1 eV. Its SMILES is CCS.C. As for the charge: 0. The calculation puts the energy relative to the best compared isomer or geometry (same formula, charge and spin) at 19.7 kJ/mol. The calculation puts the frontier orbital gap at 0.3696 hartree.

Cartesian coordinates (Å):
C (0.655, -0.914, -0.360)
C (1.192, -2.170, 0.267)
S (3.000, -2.310, 0.225)
H (0.770, -0.858, -1.435)
H (1.154, -0.040, 0.063)
H (-0.404, -0.749, -0.114)
H (0.924, -2.326, 1.322)
H (0.732, -3.069, -0.122)
H (3.137, -2.766, -1.028)
C (-2.244, 3.060, 0.203)
H (-2.118, 2.010, 0.473)
H (-2.938, 3.460, 0.940)
H (-2.578, 3.139, -0.821)
H (-1.282, 3.534, 0.384)

ORCA calculation (the ωB97M-V functional and the def2-TZVPD basis) on a molecular structure, C2H4NdO.

The expectation value of S² is 3.88. The calculation puts the total energy at -714.7904 Ha. The value obtained for the highest occupied orbital energy (spin up / spin down) is -13.0 / -13.0 eV. As for the spin multiplicity: 4. As for the charge: +1. The calculation puts the energy relative to the best compared isomer or geometry (same formula, charge and spin) at 54.3 kJ/mol. The calculation puts the frontier orbital gap (spin up / spin down) at 0.2127 / 0.2553 hartree.

Cartesian coordinates (Å):
C (-0.607, -1.154, 0.446)
C (-1.822, -0.470, 0.795)
O (-2.967, -0.759, 0.433)
Nd (1.039, 0.403, -0.846)
H (-0.763, -1.939, -0.309)
H (-0.011, -1.482, 1.310)
H (0.536, 2.300, -1.345)
H (-1.693, 0.380, 1.509)

ORCA calculation (the ωB97M-V functional and the def2-TZVPD basis) on a gas-phase ion, C4H8N2O2 (charge +1).

The expectation value of S² is 0.77. The calculation puts the total energy at -416.8490 Ha. The value obtained for the highest occupied orbital energy (spin up / spin down) is -14.5 / -14.1 eV. As for the spin multiplicity: 2. As for the charge: +1. The calculation puts the energy relative to the best compared isomer or geometry (same formula, charge and spin) at 129.8 kJ/mol. The calculation puts the frontier orbital gap (spin up / spin down) at 0.3985 / 0.1768 hartree.

Cartesian coordinates (Å):
C (-0.181, -0.828, 0.015)
C (0.903, -0.197, -0.940)
C (0.973, -1.064, -2.190)
O (0.730, -0.592, -3.261)
N (-1.181, 0.154, 0.371)
C (-1.018, 1.260, 1.210)
N (-0.022, 1.352, 2.200)
O (-1.744, 2.195, 0.946)
H (-0.763, -1.605, -0.481)
H (0.274, -1.240, 0.913)
H (1.880, -0.350, -0.475)
H (0.754, 0.862, -1.103)
H (1.264, -2.127, -2.167)
H (-1.915, 0.342, -0.325)
H (-0.531, 1.311, 3.077)
H (0.576, 0.529, 2.210)

ORCA calculation (the ωB97M-V functional and the def2-TZVPD basis) on C8H8N2O4S in the gas phase.

The calculation puts the total energy at -1118.2506 Ha. The value obtained for the highest occupied orbital energy is -9.2 eV. Its SMILES is N[C@@]1(C=O)C(=O)N2C(C(=O)O)=CCS[C@@H]21. As for the charge: 0. The calculation puts the energy relative to the best compared isomer or geometry (same formula, charge and spin) at 96.6 kJ/mol. The calculation puts the frontier orbital gap at 0.3355 hartree.

Cartesian coordinates (Å):
N (-0.387, 0.863, 2.609)
C (-0.138, -0.205, 1.722)
C (0.687, -1.289, 2.313)
O (1.287, -2.091, 1.645)
C (-1.316, -0.943, 0.690)
O (-2.381, -1.549, 0.791)
N (-0.574, -0.640, -0.364)
C (-0.669, -0.753, -1.730)
C (-1.951, -1.150, -2.411)
O (-1.955, -1.119, -3.601)
O (-2.986, -1.559, -1.758)
C (0.399, -0.379, -2.454)
C (1.618, 0.310, -1.893)
S (2.053, -0.289, -0.234)
C (0.420, 0.177, 0.331)
H (-0.733, 1.706, 2.195)
H (-1.027, 0.543, 3.313)
H (0.711, -1.369, 3.431)
H (-2.967, -1.536, -0.835)
H (0.373, -0.390, -3.606)
H (2.506, 0.188, -2.647)
H (1.557, 1.380, -1.745)
H (0.425, 1.338, 0.164)

ORCA calculation (the ωB97M-V functional and the def2-TZVPD basis) on CHF2O2P in the gas phase.

The calculation puts the total energy at -730.2666 Ha. The value obtained for the highest occupied orbital energy is -10.5 eV. Its SMILES is O=POC(F)F. As for the charge: 0. The calculation puts the energy relative to the best compared isomer or geometry (same formula, charge and spin) at 122.2 kJ/mol. The calculation puts the frontier orbital gap at 0.3869 hartree.

Cartesian coordinates (Å):
O (3.851, 1.323, -0.504)
P (2.508, 1.736, -0.205)
O (1.588, 0.370, -0.327)
C (0.000, 0.667, 0.281)
F (-0.448, 1.414, -0.664)
F (-0.034, 1.319, 1.439)
H (-0.416, -0.276, 0.154)